Record 1
20
Properties=species:S:1:pos:R:3 method="wB97M-V/def2-TZVPD" total_charge=0 e_homo_ev=-9.71 smiles="CCC(N)=O.CC" lumo_energy_ev=0.80 de_lowest_kcal_mol=8.2 energy_ev=-8933.657
C 0.802 1.378 -1.382
C 0.095 0.009 -1.512
C -1.382 0.039 -1.261
N -2.074 0.886 -2.068
O -1.939 -0.615 -0.397
H 0.502 1.948 -0.491
H 0.524 1.998 -2.236
H 1.870 1.166 -1.286
H 0.261 -0.288 -2.564
H 0.654 -0.809 -1.066
H -3.064 0.981 -1.901
H -1.624 1.322 -2.855
C 2.222 -0.259 2.943
C 1.589 -1.622 3.257
H 1.752 0.117 2.032
H 1.950 0.431 3.754
H 3.304 -0.303 2.928
H 0.517 -1.640 3.086
H 1.747 -1.907 4.301
H 2.043 -2.420 2.662


Record 2
11
Properties=species:S:1:pos:R:3 method="wB97M-V/def2-TZVPD" total_charge=+1 e_homo_ev="-11.85 / -11.20" lumo_energy_ev="-6.12 / -6.60" de_lowest_kcal_mol=102.2 energy_ev=-77769.436
C 0.186 -0.649 -1.354
C -0.534 0.115 -0.422
N -1.023 -0.655 0.769
O 0.903 -1.207 -2.060
O 1.674 1.272 0.175
Br 3.294 1.954 0.477
H -1.396 0.639 -0.845
H 0.239 0.947 -0.075
H -1.191 0.102 1.523
H -0.292 -1.237 1.142
H -1.859 -1.281 0.670


Record 3
27
Properties=species:S:1:pos:R:3 method="wB97M-V/def2-TZVPD" total_charge=0 e_homo_ev=-6.17 lumo_energy_ev=-0.85 energy_ev=-32853.401
C 2.806 1.489 0.888
P 1.377 1.990 -0.144
O 2.073 2.539 -1.526
C 0.584 0.339 -0.577
I 0.422 -0.053 -2.704
N 1.388 -0.831 -0.003
C 0.473 -1.890 -0.307
N 0.891 -3.030 -0.814
N -0.745 -1.501 -0.034
C -0.758 -0.013 0.086
C -2.031 0.734 -0.318
N -2.486 1.637 0.700
H 2.396 1.160 1.841
H 3.392 0.688 0.446
H 3.416 2.369 1.059
H 2.692 1.871 -1.849
H 1.278 -0.731 1.008
H 1.740 -3.006 -1.352
H 0.417 -3.908 -0.702
H -1.530 -1.950 -0.489
H -0.682 0.162 1.162
H -2.808 -0.011 -0.486
H -1.893 1.270 -1.260
H -1.738 1.987 1.284
H -3.033 0.997 1.277
O -3.587 -0.848 1.695
H -4.056 -1.460 1.115


Record 4
36
Properties=species:S:1:pos:R:3 method="wB97M-V/def2-TZVPD" total_charge=0 spin_multiplicity=2 e_homo_ev="-8.85 / -8.86" s_squared=1.211 lumo_energy_ev="-1.89 / -0.27" de_lowest_kcal_mol=23.0 energy_ev=-141732.570
Fe -1.550 -0.175 0.118
O -2.126 2.575 3.384
C -1.661 1.685 2.518
O -2.318 1.267 1.593
C -0.250 1.241 2.851
O 0.344 0.556 1.781
C 1.226 1.326 0.952
C 0.625 1.695 -0.417
O 1.312 2.361 -1.160
O -0.576 1.286 -0.648
H -3.040 2.792 3.136
H -0.327 0.559 3.704
H 0.336 2.103 3.179
H 2.129 0.734 0.798
H 1.506 2.252 1.457
N -1.100 -1.854 1.023
C -2.359 -2.552 1.359
C -3.252 -2.161 0.174
O -3.667 -2.955 -0.632
O -3.307 -0.855 0.091
H -0.547 -2.394 0.363
H -0.521 -1.672 1.834
H -2.723 -2.101 2.281
H -2.248 -3.630 1.463
F 4.446 0.960 -3.222
C 3.274 0.406 -2.932
C 3.166 -0.455 -1.852
F 4.237 -0.717 -1.098
C 1.937 -1.015 -1.554
F 1.860 -1.811 -0.472
C 0.801 -0.746 -2.303
Se -0.867 -1.520 -1.866
C 0.937 0.128 -3.372
F -0.114 0.445 -4.121
C 2.157 0.700 -3.695
F 2.262 1.542 -4.717


Record 5
119
Properties=species:S:1:pos:R:3 method="wB97M-V/def2-TZVPD" total_charge=-1 spin_multiplicity=2 e_homo_ev="0.49 / -7.65" s_squared=0.750 lumo_energy_ev="2.10 / 2.08" energy_ev=-81014.633
C 0.781 -2.224 -3.503
O 1.408 -1.816 -4.680
C 2.614 -2.427 -4.961
C 2.653 -3.914 -5.148
O 2.602 -4.418 -3.818
C 2.349 -5.830 -3.543
C 3.066 -6.851 -4.404
O 2.727 -6.709 -5.753
C 1.472 -7.156 -6.200
H 0.279 -1.419 -2.965
H 1.439 -2.583 -2.711
H 0.155 -3.102 -3.660
H 3.330 -2.037 -4.237
H 2.879 -1.909 -5.882
H 3.606 -4.150 -5.623
H 1.772 -4.276 -5.677
H 1.270 -5.956 -3.636
H 2.643 -6.058 -2.519
H 2.848 -7.894 -4.174
H 4.110 -6.729 -4.115
H 0.713 -6.390 -6.039
H 1.232 -8.157 -5.839
H 1.506 -7.235 -7.286
C 0.608 1.707 -1.128
O -0.644 1.644 -0.505
C -0.941 0.693 0.426
O -0.261 -0.252 0.689
O -2.082 1.110 1.057
C -2.664 0.195 2.036
H 0.738 2.486 -1.878
H 0.844 0.741 -1.575
H 1.449 1.974 -0.488
H -3.647 0.557 2.339
H -1.982 0.253 2.885
H -2.743 -0.802 1.603
C 0.710 5.421 6.378
O 0.781 4.729 5.066
C -0.130 4.785 4.133
O -1.162 5.389 4.227
O 0.273 4.097 3.111
C -0.532 4.046 1.962
H 0.809 6.478 6.134
H 1.624 5.136 6.899
H -0.227 5.247 6.908
H -0.398 4.880 1.273
H -1.616 3.953 2.026
H -0.303 3.071 1.531
C -1.507 1.320 5.729
O -2.313 1.155 6.799
C -1.955 0.354 7.918
O -0.948 -0.309 8.230
O -3.131 0.291 8.640
C -3.209 -0.522 9.894
H -1.772 2.219 5.173
H -1.288 0.431 5.136
H -0.499 1.577 6.056
H -2.966 -1.535 9.572
H -4.219 -0.352 10.266
H -2.563 -0.307 10.746
C -4.570 -2.216 -3.221
O -3.703 -1.091 -3.196
C -2.767 -0.981 -4.135
O -2.522 -1.811 -5.035
O -1.924 0.063 -3.797
C -0.842 0.421 -4.676
H -3.979 -3.114 -3.400
H -5.375 -1.992 -3.921
H -4.977 -2.273 -2.212
H -0.004 0.805 -4.096
H -1.136 1.137 -5.444
H -0.547 -0.484 -5.208
C 4.178 0.336 -2.676
O 4.837 -0.839 -2.717
C 4.744 -1.744 -1.775
O 4.083 -1.693 -0.756
O 5.459 -2.786 -2.171
C 5.595 -3.899 -1.281
H 4.386 1.004 -3.512
H 4.320 0.862 -1.732
H 3.098 0.190 -2.671
H 4.617 -4.293 -1.004
H 6.107 -3.570 -0.377
H 6.123 -4.707 -1.788
C -3.065 4.098 -1.343
C -2.432 3.799 -2.588
N -1.944 3.695 -3.619
H -3.046 5.185 -1.271
H -2.648 3.619 -0.457
H -4.087 3.728 -1.428
C -5.787 1.672 0.348
C -6.291 0.464 1.024
N -6.759 -0.497 1.559
H -4.741 1.791 0.629
H -6.137 2.637 0.716
H -5.709 1.588 -0.736
C 4.198 0.022 2.156
C 3.682 1.249 1.500
N 3.274 2.215 0.995
H 5.272 0.207 2.172
H 3.841 -0.839 1.591
H 3.818 0.018 3.177
C -4.251 5.531 4.129
C -4.281 4.136 3.737
N -4.284 3.028 3.424
H -3.731 5.771 5.056
H -5.271 5.849 4.345
H -3.757 6.190 3.415
C 2.371 5.080 -1.209
C 2.435 4.129 -2.329
N 2.580 3.387 -3.224
H 3.349 5.007 -0.734
H 1.522 4.791 -0.589
H 2.250 6.121 -1.509
C 0.563 -3.561 1.704
C 1.278 -4.563 0.977
N 1.815 -5.384 0.404
H -0.267 -4.003 2.256
H 0.239 -2.736 1.069
H 1.212 -3.366 2.558


Record 6
41
Properties=species:S:1:pos:R:3 method="wB97M-V/def2-TZVPD" total_charge=0 e_homo_ev=-8.93 smiles="O=C1N=CN=C2C=C[C@H](Cc3nnc4ccc(-c5ccccc5)nn34)C=C12" lumo_energy_ev=-1.51 de_lowest_kcal_mol=116.6 energy_ev=-31949.444
O -1.782 3.821 0.341
C -0.662 3.712 -0.133
N -0.496 4.796 -0.931
C 0.778 4.910 -1.363
N 1.823 3.971 -1.080
C 1.581 3.029 -0.169
C 2.758 2.327 0.305
C 2.653 1.408 1.250
C 1.268 1.002 1.901
C 1.363 -0.532 1.449
C 0.288 -1.410 1.961
N 0.038 -1.552 3.209
N -0.973 -2.493 3.363
C -1.203 -2.981 2.162
C -1.975 -4.174 1.896
C -2.028 -4.402 0.498
C -1.420 -3.423 -0.533
C -1.432 -3.695 -1.959
C -2.013 -4.880 -2.562
C -1.899 -5.006 -3.947
C -1.145 -4.117 -4.658
C -0.587 -2.967 -4.139
C -0.725 -2.755 -2.779
N -0.528 -2.513 -0.120
N -0.442 -2.334 1.194
C 0.073 1.819 1.238
C 0.357 2.830 0.367
H 0.990 5.889 -1.968
H 3.728 2.776 0.189
H 3.547 0.966 1.697
H 1.171 0.998 3.028
H 1.512 -0.760 0.347
H 2.247 -0.820 2.011
H -2.441 -4.827 2.626
H -2.784 -5.096 0.413
H -2.543 -5.629 -1.958
H -2.370 -5.825 -4.542
H -0.977 -4.267 -5.721
H -0.067 -2.284 -4.799
H -0.201 -1.915 -2.478
H -0.929 1.550 1.444